{"formula": "C34H48NOP2Ti", "method": "wB97M-V/def2-TZVPD", "largest_force_ha_per_bohr": 0.066, "total_charge": 2, "lumo_energy_ev": [-6.82, -6.77], "multiplicity": 2, "symbols": ["Ti", "C", "C", "C", "P", "C", "C", "C", "C", "C", "C", "C", "C", "C", "C", "N", "C", "C", "C", "C", "C", "C", "C", "P", "C", "C", "C", "C", "C", "C", "H", "H", "H", "H", "H", "H", "H", "H", "H", "H", "H", "H", "H", "H", "H", "H", "H", "H", "H", "H", "H", "H", "H", "H", "H", "H", "H", "H", "H", "H", "H", "H", "H", "H", "H", "H", "H", "H", "H", "H", "C", "C", "O", "C", "C", "C", "C", "C", "C", "H", "H", "H", "H", "H", "H", "H", "H"], "positions_angstrom": [[-0.19586, -0.52406, -0.15078], [5.08796, -0.22047, -1.04021], [3.64220, -0.56072, -1.26861], [2.95020, 0.08514, -2.44177], [2.36460, -0.42308, 0.07296], [2.71671, -1.52970, 1.58088], [3.86360, -1.26964, 2.59439], [1.34955, -1.52596, 2.39495], [2.30162, 1.30229, 0.76820], [3.35437, 1.92709, 1.32535], [3.21198, 3.18715, 1.87070], [4.43192, 3.95020, 2.29241], [1.90041, 3.75570, 1.98137], [0.87357, 3.20360, 1.28123], [1.08814, 1.97913, 0.59824], [0.03100, 1.33585, -0.14334], [-0.95632, 2.23185, -0.70452], [-0.51503, 3.35892, -1.40530], [-1.45197, 4.26279, -1.95689], [-2.85900, 3.94323, -1.71965], [-3.94384, 4.87763, -2.08277], [-3.19000, 2.80404, -1.01468], [-2.29921, 1.84312, -0.57292], [-2.55895, 0.31972, 0.24811], [-3.95159, -0.39418, -0.87939], [-3.48754, -0.41122, -2.31111], [-5.33103, 0.13609, -0.57140], [-3.27439, 0.79409, 1.85963], [-2.23183, 1.67142, 2.64475], [-3.57550, -0.48045, 2.65994], [5.76516, -0.30821, -1.89115], [5.53518, -0.97101, -0.40164], [5.29835, 0.82137, -0.77527], [3.54546, -1.64072, -1.47894], [2.75675, 1.10065, -2.26701], [1.92221, -0.38989, -2.56573], [3.55172, -0.09530, -3.32136], [2.86968, -2.57740, 1.09348], [3.88840, -0.22351, 2.86400], [4.85060, -1.58950, 2.32968], [3.75837, -1.77626, 3.53901], [1.20423, -0.46406, 2.77766], [1.50067, -2.11331, 3.26735], [0.54592, -1.90072, 1.80124], [4.32697, 1.38310, 1.28264], [5.26118, 3.50627, 1.73617], [4.48344, 3.85937, 3.36941], [4.47612, 5.01054, 1.93582], [1.73208, 4.61498, 2.61298], [-0.13449, 3.58807, 1.39298], [0.56824, 3.40459, -1.63926], [-1.14118, 5.18955, -2.47165], [-4.55447, 4.34874, -2.83065], [-3.53683, 5.82197, -2.40575], [-4.69080, 5.09274, -1.21161], [-4.21882, 2.69993, -0.78187], [-3.96871, -1.47743, -0.53654], [-3.57579, 0.55959, -2.79443], [-4.17181, -1.09097, -2.74261], [-2.49236, -0.79820, -2.38194], [-5.41790, 1.22946, -0.47561], [-5.73683, -0.34083, 0.33738], [-5.98034, -0.19070, -1.39203], [-4.19975, 1.39678, 1.66723], [-1.26134, 1.27594, 2.74345], [-2.65745, 1.73034, 3.65506], [-2.14000, 2.66876, 2.25466], [-2.64347, -1.02316, 2.91818], [-4.22131, -1.17024, 2.15808], [-4.07655, -0.25176, 3.52898], [-2.34408, -3.90333, -1.06599], [-0.98835, -3.32210, -1.28190], [-0.80347, -2.09471, -1.19041], [0.18398, -4.18008, -1.29391], [1.52601, -3.67592, -1.45953], [2.54219, -4.55315, -1.45509], [2.35926, -5.91934, -1.19232], [1.04854, -6.39193, -1.08161], [-0.00952, -5.57425, -1.26117], [-2.32691, -4.65364, -0.24937], [-2.76453, -4.44413, -1.90187], [-3.03658, -3.03206, -0.83478], [1.65411, -2.60458, -1.70379], [3.56561, -4.22089, -1.73902], [3.21444, -6.54245, -1.08933], [0.86332, -7.47831, -0.89681], [-1.05031, -5.94825, -1.11329]]}


{"formula": "C4H8O2", "method": "wB97M-V/def2-TZVPD", "largest_force_ha_per_bohr": 0.010, "de_lowest_kcal_mol": 76.0, "lumo_energy_ev": 0.88, "symbols": ["O", "C", "C", "C", "O", "C", "H", "H", "H", "H", "H", "H", "H", "H"], "positions_angstrom": [[-1.08959, -1.73880, 1.04962], [-0.17497, -0.98050, 0.83217], [-0.23770, 0.12811, -0.17384], [1.06435, 0.83696, -0.57607], [0.87000, 1.86772, 0.40151], [-0.45943, 1.41156, 0.66144], [-0.68045, -2.66736, -1.03374], [0.73396, -0.98605, 1.46674], [-0.95768, -0.09797, -0.96094], [-0.23696, -2.64430, -1.62974], [1.01914, 1.24875, -1.59192], [2.01445, 0.30419, -0.44380], [-0.62723, 1.24442, 1.73312], [-1.23789, 2.07325, 0.26545]]}


{"formula": "C51H51AsF5HfN5O3SSiTe", "method": "wB97M-V/def2-TZVPD", "largest_force_ha_per_bohr": 0.021, "lumo_energy_ev": -0.60, "symbols": ["Hf", "C", "C", "C", "C", "C", "C", "C", "C", "N", "C", "O", "C", "C", "C", "C", "C", "N", "C", "O", "N", "C", "C", "C", "C", "C", "C", "C", "C", "H", "H", "H", "H", "H", "H", "H", "H", "H", "H", "H", "H", "H", "H", "H", "H", "H", "H", "H", "H", "H", "N", "C", "N", "C", "C", "C", "C", "C", "C", "S", "H", "H", "H", "H", "H", "H", "C", "C", "C", "C", "C", "C", "As", "C", "C", "C", "C", "C", "C", "C", "C", "C", "C", "C", "C", "H", "H", "H", "H", "H", "H", "H", "H", "H", "H", "H", "H", "H", "H", "H", "C", "Si", "C", "C", "H", "H", "H", "H", "H", "H", "H", "H", "H", "F", "Te", "F", "F", "F", "F", "O"], "positions_angstrom": [[1.28484, -0.44063, 0.61660], [0.38357, 0.52349, -2.84606], [0.67818, 1.94994, -2.48167], [0.18980, 2.94779, -3.32238], [0.46268, 4.28107, -3.08839], [1.21212, 4.63470, -1.97874], [1.69251, 3.67413, -1.10160], [2.47617, 4.10441, 0.10654], [1.43426, 2.32146, -1.36740], [2.03741, 1.34150, -0.51392], [3.40664, 1.35154, -0.61397], [4.09234, 1.83849, -1.49337], [4.08369, 0.69565, 0.56731], [5.44539, 0.49522, 0.66897], [5.92261, -0.16272, 1.79770], [5.03713, -0.63387, 2.75636], [3.68765, -0.39905, 2.55538], [3.24730, 0.30441, 1.52425], [2.59849, -1.03308, 3.38187], [2.86579, -1.51168, 4.46566], [1.37719, -1.06981, 2.74163], [0.47523, -1.97789, 3.42522], [-0.35618, -1.52860, 4.45225], [-0.29865, -0.12730, 4.97988], [-1.22281, -2.43294, 5.05971], [-1.22310, -3.77004, 4.70995], [-0.32209, -4.22258, 3.76086], [0.53997, -3.34415, 3.11615], [1.56533, -3.88690, 2.16856], [-0.68847, 0.31135, -2.78805], [0.89124, -0.20808, -2.22493], [0.68476, 0.32685, -3.87588], [-0.39544, 2.65830, -4.18873], [0.09021, 5.04229, -3.76156], [1.41627, 5.67964, -1.77538], [2.17793, 5.10767, 0.41331], [3.54757, 4.12488, -0.10581], [2.32086, 3.42723, 0.94908], [6.08906, 0.83670, -0.12850], [6.98416, -0.33877, 1.91231], [5.35078, -1.19792, 3.62253], [0.52450, 0.42588, 4.54372], [-0.14805, -0.15038, 6.06038], [-1.22334, 0.42133, 4.78283], [-1.88101, -2.07778, 5.84451], [-1.89684, -4.46313, 5.19716], [-0.27056, -5.27773, 3.51895], [1.32557, -4.90201, 1.85905], [2.55175, -3.90843, 2.63779], [1.66917, -3.27671, 1.27432], [3.80792, -0.77680, -3.10898], [2.80608, -1.26357, -3.85637], [1.94829, -2.14482, -3.42703], [0.98131, -2.38734, -4.39028], [-0.08186, -3.27702, -4.26398], [-0.98585, -3.40393, -5.30340], [-0.85117, -2.65320, -6.47230], [0.20653, -1.77124, -6.61920], [1.11245, -1.65499, -5.57614], [2.53369, -0.64995, -5.47636], [4.08176, -1.32626, -2.30688], [4.43458, -0.08279, -3.46930], [-0.20553, -3.87845, -3.37229], [-1.80362, -4.10663, -5.21093], [-1.57434, -2.76176, -7.26913], [0.32472, -1.19217, -7.52557], [-2.32252, 6.03630, -1.01589], [-1.35688, 5.73085, -0.07048], [-1.07420, 4.41036, 0.24200], [-1.76760, 3.37031, -0.36856], [-2.72747, 3.68393, -1.32323], [-3.00167, 5.00630, -1.64594], [-1.44469, 1.50935, 0.26214], [-3.24413, 0.82031, -0.00751], [-3.66088, 0.59876, -1.31786], [-4.94430, 0.14732, -1.58761], [-5.81720, -0.11802, -0.54430], [-5.39795, 0.06084, 0.76568], [-4.11832, 0.52538, 1.03448], [-1.40529, 2.17135, 2.10438], [-2.48422, 2.80479, 2.72426], [-2.29745, 3.52713, 3.88887], [-1.02233, 3.67922, 4.42605], [0.05925, 3.08758, 3.80086], [-0.14278, 2.32343, 2.65587], [-2.54347, 7.06762, -1.25915], [-0.81240, 6.52210, 0.43005], [-0.31852, 4.20840, 0.98990], [-3.30196, 2.91440, -1.81650], [-3.75883, 5.22408, -2.38854], [-2.97901, 0.76063, -2.14492], [-5.25163, -0.01293, -2.61296], [-6.81636, -0.47960, -0.74985], [-6.06478, -0.16891, 1.58694], [-3.80404, 0.63692, 2.06320], [-3.46792, 2.77477, 2.27331], [-3.14425, 4.00590, 4.36385], [-0.87710, 4.27056, 5.32065], [1.05922, 3.21151, 4.19668], [0.73827, 1.89456, 2.17994], [-2.48400, -2.46124, -1.47165], [-1.36251, -2.64683, 0.02480], [-1.09571, -4.48384, 0.30975], [-2.24464, -2.02208, 1.56451], [-3.48570, -2.16616, -1.15657], [-2.57267, -3.41252, -2.00068], [-2.12392, -1.72333, -2.19039], [-1.83990, -5.02446, -0.28056], [-1.25938, -4.71285, 1.36192], [-0.13170, -4.91267, 0.03856], [-3.31458, -1.93848, 1.36611], [-1.90736, -1.04658, 1.92738], [-2.11297, -2.72347, 2.38841], [2.67990, -4.85398, -3.22712], [2.32919, -4.08708, -1.54552], [2.67014, -1.55878, -0.18407], [1.64540, -5.87308, -1.26919], [3.44386, -4.71131, -0.13739], [4.03892, -3.28644, -1.92849], [0.01250, -1.71312, -0.21199]]}


{"formula": "F2H2N2O2S", "method": "wB97M-V/def2-TZVPD", "largest_force_ha_per_bohr": 0.184, "de_lowest_kcal_mol": 35.4, "smiles": "NS(=O)(=O)N(F)F", "lumo_energy_ev": -0.01, "symbols": ["N", "N", "O", "O", "F", "F", "S", "H", "H"], "positions_angstrom": [[-0.88535, -0.74201, 0.78461], [0.26449, 1.41306, -0.52707], [1.56660, 0.05449, 1.29677], [1.06890, -1.22387, -0.85746], [1.26556, 1.40162, -1.51774], [-0.92767, 1.12491, -1.13795], [0.58417, -0.21585, 0.33726], [-1.48518, -1.23762, 0.05285], [-1.45153, -0.57474, 1.56872]]}


{"formula": "C14H29N2OS3", "method": "wB97M-V/def2-TZVPD", "largest_force_ha_per_bohr": 0.046, "de_lowest_kcal_mol": 0.0, "total_charge": 1, "lumo_energy_ev": -3.36, "symbols": ["C", "C", "N", "C", "C", "S", "C", "C", "C", "S", "C", "S", "N", "C", "C", "C", "C", "C", "C", "O", "H", "H", "H", "H", "H", "H", "H", "H", "H", "H", "H", "H", "H", "H", "H", "H", "H", "H", "H", "H", "H", "H", "H", "H", "H", "H", "H", "H", "H"], "positions_angstrom": [[-2.30047, 0.16334, -4.01397], [-0.86190, -0.28593, -3.68739], [-0.57394, -0.70744, -2.29911], [-1.04064, 0.18961, -1.24866], [-0.53688, 1.61070, -1.48836], [-1.44130, 2.89122, -0.56074], [-2.10296, 2.17820, 0.96846], [-1.39532, 2.79812, 2.17595], [0.03293, 2.26733, 2.34090], [-0.07047, 0.62911, 3.10810], [1.61261, 0.04839, 2.76340], [2.80785, 0.53607, 3.72504], [1.75643, -0.80022, 1.62841], [1.73466, -2.23143, 2.05633], [0.43175, -2.68192, 2.73938], [3.01495, -0.55040, 0.90334], [3.08595, 0.85085, 0.28426], [-1.06776, -2.03128, -2.02801], [-0.23445, -2.88640, -1.12217], [-2.07673, -2.40674, -2.50262], [-2.74884, -0.50193, -4.75355], [-2.96202, 0.12925, -3.14640], [-2.32196, 1.17140, -4.44336], [-0.15137, 0.50997, -3.93278], [-0.57546, -1.12782, -4.31964], [-0.64093, -0.17129, -0.28944], [-2.14141, 0.18247, -1.16097], [0.50848, 1.74025, -1.19791], [-0.64732, 1.92791, -2.52706], [-2.54605, 2.95989, -1.32539], [-1.97745, 1.09448, 0.96445], [-3.17457, 2.39177, 0.97854], [-1.38939, 3.89046, 2.11097], [-2.00285, 2.52555, 3.04651], [0.62908, 2.94273, 2.95721], [0.51852, 2.16309, 1.36121], [2.59662, -2.38644, 2.72160], [1.88852, -2.81782, 1.14885], [0.58412, -2.86124, 3.80642], [-0.36962, -1.95619, 2.60996], [0.09766, -3.62919, 2.30883], [3.06898, -1.31227, 0.12055], [3.88199, -0.71167, 1.55726], [3.78889, 1.49242, 0.81860], [2.10036, 1.32853, 0.31224], [3.40141, 0.79311, -0.76021], [-0.17218, -3.87914, -1.57527], [0.75498, -2.46467, -0.95812], [-0.77254, -3.00481, -0.17563]]}